# 1
Formula: C5H8O2
Source: OMol25
Level of theory: wB97M-V/def2-TZVPD

Each line ends with the natural charge from an NBO analysis.
Geometry (Å):
C  -0.88  -1.51  -0.55  -0.6109
C  -0.15  -0.31  0.03  0.0402
C  0.83  0.40  -0.97  -0.0621
C  -0.90  0.84  0.66  0.1502
O  0.30  1.56  -1.57  -0.6986
C  0.06  0.60  1.77  -0.2772
O  0.57  -0.64  1.26  -0.5369
H  -0.17  -2.33  -0.69  0.2272
H  -1.33  -1.25  -1.51  0.2301
H  -1.66  -1.86  0.13  0.2227
H  1.75  0.60  -0.40  0.1756
H  1.07  -0.27  -1.79  0.1956
H  0.04  2.18  -0.88  0.4746
H  0.82  1.41  1.74  0.2306
H  -0.35  0.56  2.78  0.2389

Summary:
Calculated total energy in hartree: -345.6118
LUMO energy in eV: -0.7
Energy above the lowest of the compared OMol25 structures with the same formula, charge and spin in kcal per mole: 121.23

# 2
Formula: C5H13IN
Source: OMol25
Level of theory: wB97M-V/def2-TZVPD

Each line ends with the natural charge from an NBO analysis.
Geometry (Å):
C  1.61  -1.14  -1.29  -0.7452
C  2.06  -2.60  0.77  -0.7515
C  -0.64  2.05  -0.67  -0.6969
C  1.18  -1.71  -0.01  0.3365
C  -1.59  1.27  0.32  -0.4429
N  -2.51  2.15  1.18  -0.7204
I  -2.50  -0.44  -0.39  0.1202
H  1.33  -1.87  -2.08  0.3185
H  0.96  -0.16  -1.41  0.2799
H  2.61  -1.01  -1.45  0.2600
H  1.91  -2.44  1.85  0.2849
H  1.55  -3.58  0.60  0.3099
H  3.17  -2.69  0.65  0.2756
H  -0.57  1.50  -1.71  0.2266
H  0.37  2.04  -0.17  0.2157
H  -0.83  3.20  -0.74  0.2176
H  0.19  -1.45  0.30  0.2349
H  -2.06  2.86  1.62  0.4216
H  -2.85  1.57  2.04  0.4441
H  -3.37  2.44  0.59  0.4110

Summary:
Calculated total energy in hartree: -550.2901
LUMO energy (spin up / spin down) in eV: -5.8 / -5.8
Energy above the lowest of the compared OMol25 structures with the same formula, charge and spin in kcal per mole: 135.21
Charge: +1

# 3
Formula: C14H17AlBeBr6CaCl3F4INO5
Source: OMol25
Level of theory: wB97M-V/def2-TZVPD

Each line ends with the natural charge from an NBO analysis.
Geometry (Å):
C  -2.77  -0.66  0.57  -0.6513
C  -3.09  -0.11  -0.94  -0.4963
C  -2.85  1.49  -1.09  -0.3414
I  -4.37  2.32  -2.48  0.6115
C  -1.40  1.90  -1.70  0.0375
O  -0.59  0.88  -2.39  -0.6090
C  0.31  0.34  -1.37  0.7249
O  0.72  -0.91  -1.47  -0.6301
C  0.73  1.48  -0.24  -0.2222
C  2.33  1.67  -0.40  -0.4589
C  2.88  1.60  -1.93  -0.5195
C  4.47  2.04  -1.85  1.0050
F  5.16  1.10  -0.92  -0.3523
F  4.62  3.37  -1.21  -0.3287
F  5.12  2.07  -3.17  -0.4996
C  0.38  1.09  1.33  0.7612
O  -0.75  1.43  1.92  -0.5463
N  1.36  0.34  2.23  -0.7138
C  1.72  1.37  3.26  0.9779
O  1.96  2.58  2.78  -0.5728
F  1.76  1.05  4.69  -0.3093
C  -0.30  2.65  -0.72  -0.2001
Cl  0.30  4.02  -1.81  -0.0385
H  -3.21  -1.70  0.80  0.2681
H  -1.60  -0.73  0.63  0.1810
H  -3.06  0.15  1.38  0.2301
H  -4.23  -0.33  -1.16  0.2677
H  -2.42  -0.76  -1.67  0.2729
H  -2.99  2.01  -0.05  0.2824
H  -1.57  2.69  -2.56  0.2423
H  2.89  0.81  0.18  0.3240
H  2.61  2.66  0.17  0.2897
H  2.38  2.34  -2.67  0.2490
H  2.90  0.50  -2.34  0.2446
H  0.85  -0.48  2.65  0.3376
H  -0.91  3.24  0.09  0.2927
C  -4.48  -4.05  3.42  -0.4856
Br  -3.95  -5.74  2.61  0.1273
Br  -2.95  -3.04  4.10  0.0739
Br  -5.56  -2.99  2.21  0.0767
H  -5.10  -4.29  4.28  0.2384
Ca  0.82  -1.14  -3.75  1.7733
Cl  -1.75  -3.59  1.68  -0.2318
Br  5.28  -0.62  -1.66  -0.6547
C  2.72  -2.50  0.48  -0.2472
O  1.76  -1.86  -0.18  -0.8036
H  2.41  -3.32  1.16  0.1469
H  3.48  -3.02  -0.13  0.1439
H  3.36  -1.91  1.15  0.1146
Be  -0.81  -1.29  2.85  0.4724
Br  -3.36  -1.15  -3.35  -0.5187
Al  6.66  1.51  -3.89  0.8909
Br  -7.04  1.17  -2.49  -0.1063
Cl  -0.86  -5.66  2.99  -0.1201

Summary:
Calculated total energy in hartree: -19430.0414
LUMO energy in eV: -7.0
Charge: +1

# 4
Formula: C4H11NO3
Source: OMol25
Level of theory: wB97M-V/def2-TZVPD

Each line ends with the natural charge from an NBO analysis.
Geometry (Å):
H  -0.76  -0.81  -0.84  0.5103
O  -1.96  -0.95  -0.79  -0.9778
N  0.24  0.00  -0.89  -0.6333
H  -1.97  -1.44  0.22  0.5345
H  1.02  -0.72  -1.15  0.4117
C  0.27  0.19  0.68  -0.1514
H  -0.73  0.69  1.06  0.2173
C  0.12  -1.34  1.23  0.7543
O  0.86  -1.69  2.09  -0.6288
O  -0.98  -1.93  0.91  -0.7878
H  -2.60  -1.27  -1.37  0.4938
C  0.09  1.14  -1.72  -0.4045
H  -1.01  1.66  -1.74  0.2143
H  0.70  1.94  -1.43  0.2012
H  0.36  0.75  -2.71  0.2110
C  1.39  0.87  1.48  -0.6276
H  1.79  1.69  1.03  0.1973
H  1.09  1.12  2.48  0.2342
H  2.09  0.11  1.45  0.2312

Summary:
Calculated total energy in hartree: -439.3815
LUMO energy in eV: 0.5
Energy above the lowest of the compared OMol25 structures with the same formula, charge and spin in kcal per mole: 90.64